The following is a DFT calculation (the ωB97M-V functional and the def2-TZVPD basis) of C31H58N3PPdSbSi3 as an isolated structure at a distorted geometry.

Computed properties:
Max |F| = 2.10 eV/A
Net charge = +3
LUMO (alpha / beta) = -0.390 / -0.390 Ha
Orbital gap (alpha / beta) = 5.856 / 5.842 eV
Highest occupied orbital energy (alpha / beta) = -16.472 / -16.463 eV
2S+1 = 1
Molecular weight = 816.24 g/mol

Each line ends with the Mulliken charge.
Element x y z (Å)
1 Pd 0.27 -0.93 -0.23  0.46
2 C -0.11 0.75 3.10  -0.83
3 Sb -1.30 1.29 1.38  1.23
4 C -1.78 -0.69 0.57  0.06
5 C -2.35 -0.57 -0.77  -0.05
6 C -3.70 -0.43 -1.08  -0.89
7 C -4.06 -0.34 -2.41  -0.87
8 C -3.08 -0.39 -3.39  -1.11
9 C -1.76 -0.54 -3.01  -0.62
10 N -1.41 -0.63 -1.72  0.98
11 Si -2.35 -2.19 1.66  0.21
12 C -0.88 -2.73 2.72  -1.16
13 C -3.81 -1.66 2.71  -1.18
14 C -2.77 -3.46 0.34  -0.76
15 C -0.27 2.97 0.21  1.50
16 C 0.45 2.49 -0.99  -1.94
17 C 0.90 3.45 -1.91  -0.99
18 C 1.63 3.08 -3.02  -1.43
19 C 1.89 1.73 -3.23  -1.50
20 C 1.40 0.84 -2.31  -0.64
21 N 0.73 1.20 -1.20  1.55
22 Si -1.83 4.12 -0.21  0.55
23 C -3.02 2.91 -1.05  -0.93
24 C -2.52 4.72 1.43  -0.85
25 C -1.53 5.55 -1.40  -1.23
26 Si 1.01 3.85 1.45  0.70
27 C 1.38 5.58 0.82  -1.17
28 C 0.26 3.93 3.18  -1.02
29 C 2.55 2.75 1.32  -0.55
30 H 0.07 -0.32 3.08  -0.01
31 H -0.67 1.02 3.99  0.63
32 H 0.83 1.30 3.08  0.21
33 H -4.44 -0.38 -0.28  0.55
34 H -5.10 -0.23 -2.69  0.54
35 H -3.32 -0.32 -4.44  0.57
36 H -0.95 -0.59 -3.73  0.57
37 H -0.84 -2.19 3.67  0.47
38 H 0.07 -2.60 2.20  0.16
39 H -0.98 -3.79 2.98  0.61
40 H -3.63 -0.71 3.22  0.33
41 H -4.00 -2.42 3.47  0.44
42 H -4.72 -1.56 2.12  0.36
43 H -1.98 -3.51 -0.42  -0.09
44 H -3.70 -3.20 -0.18  0.40
45 H -2.91 -4.45 0.76  0.58
46 H 0.67 4.49 -1.73  0.83
47 H 1.98 3.83 -3.71  0.52
48 H 2.44 1.39 -4.10  0.56
49 H 1.53 -0.22 -2.47  0.42
50 H -3.62 2.37 -0.31  0.28
51 H -2.48 2.18 -1.67  0.08
52 H -3.71 3.44 -1.70  0.61
53 H -2.55 3.95 2.20  0.22
54 H -3.55 5.06 1.27  0.47
55 H -1.96 5.57 1.82  0.31
56 H -1.38 5.22 -2.43  0.39
57 H -0.71 6.20 -1.12  0.38
58 H -2.44 6.16 -1.38  0.48
59 H 0.48 6.19 0.74  0.30
60 H 1.90 5.59 -0.13  0.34
61 H 2.04 6.06 1.55  0.46
62 H -0.01 4.96 3.41  0.45
63 H 0.99 3.63 3.93  0.52
64 H -0.64 3.33 3.31  0.11
65 H 3.17 3.09 0.49  0.40
66 H 2.31 1.70 1.16  -0.41
67 H 3.16 2.83 2.22  0.52
68 C 3.90 -3.37 -2.41  -1.44
69 C 3.09 -2.46 -1.48  -0.17
70 P 1.32 -2.93 -1.26  0.81
71 C 0.74 -3.32 -2.96  -0.78
72 C -0.72 -3.74 -3.12  -1.17
73 C 1.48 -4.53 -0.37  -0.58
74 C 0.22 -5.23 0.11  -0.84
75 H 4.94 -3.05 -2.39  0.44
76 H 3.56 -3.31 -3.44  0.36
77 H 3.88 -4.41 -2.09  0.38
78 H 3.15 -1.43 -1.84  0.30
79 H 3.53 -2.47 -0.48  0.26
80 H 1.39 -4.13 -3.30  0.65
81 H 0.96 -2.45 -3.58  0.44
82 H -0.92 -4.71 -2.67  0.36
83 H -0.95 -3.82 -4.18  0.41
84 H -1.41 -3.01 -2.69  0.12
85 H 2.16 -4.35 0.46  0.38
86 H 2.00 -5.16 -1.09  0.55
87 H -0.31 -4.64 0.86  -0.10
88 H 0.50 -6.18 0.57  0.48
89 H -0.46 -5.46 -0.71  0.20
90 C 3.91 -2.57 3.49  -1.20
91 C 3.81 -1.11 3.00  -0.49
92 C 2.79 -0.98 1.98  0.29
93 N 1.98 -0.90 1.18  -0.51
94 H 4.66 -2.63 4.27  0.39
95 H 4.20 -3.23 2.68  0.31
96 H 2.96 -2.91 3.90  0.36
97 H 4.76 -0.78 2.58  0.34
98 H 3.56 -0.44 3.83  0.36



The following is a DFT calculation (the ωB97M-V functional and the def2-TZVPD basis) of a 2-piece molecular cluster, C31H59BrI2N2O5 overall at a distorted geometry.

Computed properties:
Max |F| = 4.77 eV/A
LUMO = 0.006 Ha
Orbital gap = 8.886 eV
Highest occupied orbital energy = -8.728 eV
SMILES = CCCCN[C@@]1([C@@H](Br)CC)C(=O)O[C@@](I)(C[C@@H]2CO2)[C@@]1(CCCI)CCCCCCCCCOC.COC[C@@H](C)N
2S+1 = 1
Molecular weight = 873.53 g/mol

Each line ends with the Mulliken charge.
Element x y z (Å)
1 C 5.16 3.01 4.52  -1.11
2 C 5.03 1.53 3.86  0.71
3 C 6.04 1.42 2.62  -0.76
4 C 5.71 0.16 1.65  -0.56
5 N 4.28 -0.25 1.64  0.03
6 C 3.49 0.22 0.49  0.44
7 C 3.62 1.69 -0.09  -0.89
8 Br 3.38 3.15 1.28  -0.03
9 C 4.90 2.02 -0.97  -0.11
10 C 4.67 3.53 -1.57  -1.09
11 C 3.93 -0.77 -0.69  -0.07
12 O 4.82 -1.62 -0.79  -0.59
13 O 2.99 -0.51 -1.72  -0.44
14 C 1.68 -0.64 -1.05  -0.75
15 I 0.41 0.60 -2.31  0.11
16 C 1.29 -2.15 -1.42  -0.32
17 C -0.41 -2.25 -1.54  -0.32
18 C -0.98 -3.78 -1.90  -0.72
19 O -0.95 -2.54 -2.91  -0.60
20 C 1.91 -0.23 0.51  2.68
21 C 0.82 0.87 0.90  -2.06
22 C 0.77 1.22 2.47  1.17
23 C 0.01 2.59 2.81  -1.11
24 I -1.58 3.14 1.44  0.04
25 C 1.67 -1.41 1.56  -2.62
26 C 0.21 -2.02 1.68  1.24
27 C -0.06 -2.58 3.18  -1.01
28 C -1.48 -2.02 3.74  -0.50
29 C -2.74 -2.67 2.99  -0.83
30 C -3.39 -1.67 1.92  0.41
31 C -4.78 -1.00 2.44  -0.94
32 C -4.83 0.46 1.72  0.09
33 C -6.20 1.20 2.09  -0.61
34 O -6.10 2.64 2.18  -0.41
35 C -5.76 3.21 0.90  -0.40
36 H 4.09 3.36 4.74  0.26
37 H 5.59 3.71 3.73  0.28
38 H 5.75 2.97 5.48  0.33
39 H 5.22 0.74 4.67  0.42
40 H 3.93 1.41 3.57  -0.80
41 H 7.07 1.22 3.09  0.43
42 H 6.10 2.36 1.98  0.22
43 H 6.29 -0.71 2.15  0.50
44 H 6.20 0.25 0.62  0.20
45 H 4.33 -1.28 1.68  0.44
46 H 2.73 1.86 -0.80  0.48
47 H 5.05 1.37 -1.89  0.38
48 H 5.87 2.11 -0.36  0.12
49 H 5.15 4.33 -0.93  0.27
50 H 3.55 3.67 -1.74  0.28
51 H 5.14 3.52 -2.62  0.37
52 H 1.59 -2.94 -0.66  0.11
53 H 1.63 -2.42 -2.47  0.57
54 H -1.06 -1.59 -0.78  0.62
55 H -2.00 -3.99 -1.46  0.22
56 H -0.43 -4.40 -2.67  0.36
57 H -0.26 0.57 0.62  0.73
58 H 0.96 1.88 0.37  0.70
59 H 1.83 1.32 2.89  -1.12
60 H 0.28 0.38 3.07  -0.04
61 H -0.48 2.44 3.84  0.52
62 H 0.70 3.49 2.94  0.45
63 H 2.04 -1.16 2.63  0.52
64 H 2.36 -2.27 1.23  0.63
65 H 0.14 -2.93 1.00  0.38
66 H -0.66 -1.35 1.44  -1.09
67 H -0.16 -3.71 3.13  0.50
68 H 0.77 -2.32 3.91  0.32
69 H -1.57 -2.23 4.86  0.43
70 H -1.49 -0.89 3.56  0.17
71 H -3.52 -2.95 3.77  0.37
72 H -2.47 -3.65 2.44  0.34
73 H -2.70 -0.77 1.72  -0.48
74 H -3.58 -2.20 0.92  0.32
75 H -4.62 -0.83 3.56  0.37
76 H -5.69 -1.62 2.19  0.27
77 H -3.89 1.04 2.04  -0.05
78 H -4.70 0.31 0.59  0.28
79 H -6.54 0.78 3.10  0.33
80 H -6.94 0.96 1.24  0.32
81 H -6.29 2.69 0.02  0.28
82 H -4.64 3.03 0.74  -0.02
83 H -5.93 4.33 0.92  0.22
84 C -3.01 1.15 -6.58  -0.73
85 O -2.89 0.49 -5.33  -0.29
86 C -3.70 -0.68 -5.19  -0.68
87 C -3.17 -1.93 -5.92  0.43
88 C -3.34 -1.89 -7.43  -1.53
89 N -1.76 -2.17 -5.60  -0.65
90 H -4.03 1.12 -6.96  0.31
91 H -2.32 0.71 -7.30  0.25
92 H -2.72 2.19 -6.44  0.25
93 H -3.73 -0.89 -4.12  0.31
94 H -4.74 -0.45 -5.49  0.42
95 H -3.75 -2.78 -5.55  0.39
96 H -2.59 -1.28 -7.93  0.29
97 H -3.24 -2.90 -7.85  0.38
98 H -4.33 -1.52 -7.71  0.35
99 H -1.66 -2.31 -4.60  0.42
100 H -1.26 -1.30 -5.77  0.34



The following is a DFT calculation (the ωB97M-V functional and the def2-TZVPD basis) of a 10-piece molecular cluster, C31H59F5I2N21O15S overall at a distorted geometry.

Computed properties:
Max |F| = 7.84 eV/A
Net charge = -1
LUMO = 0.049 Ha
Orbital gap = 6.267 eV
Highest occupied orbital energy = -4.944 eV
2S+1 = 1
Molecular weight = 1346.81 g/mol

Each line ends with the Mulliken charge.
Element x y z (Å)
1 C -9.35 1.58 0.44  -0.81
2 C -7.98 2.30 0.99  -0.03
3 I -8.40 4.45 0.61  0.07
4 C -6.66 1.92 0.12  -1.03
5 I -5.55 3.85 0.12  0.07
6 C -5.79 0.66 0.65  1.47
7 N -6.58 0.07 1.73  -0.77
8 C -7.42 -0.86 1.53  0.73
9 O -8.20 -1.79 1.16  -0.54
10 C -4.46 1.00 1.58  -0.99
11 O -4.31 1.83 2.51  -0.77
12 N -3.36 0.07 1.30  0.03
13 C -3.81 -1.03 0.41  -0.06
14 C -4.36 -2.07 1.57  0.11
15 O -5.22 -3.00 1.41  -0.69
16 O -3.79 -1.94 2.86  -0.80
17 C -2.76 -2.01 -0.32  1.31
18 F -3.26 -2.59 -1.56  -0.12
19 F -2.50 -3.20 0.50  -0.38
20 C -1.28 -1.45 -0.54  -0.31
21 C -0.60 -1.67 -1.97  -0.18
22 C 0.86 -1.21 -2.30  -0.80
23 C 1.72 -0.51 -1.20  -0.65
24 C 1.12 -0.29 0.23  -0.04
25 C 2.02 0.43 1.34  0.65
26 F 2.23 1.83 1.07  -0.24
27 F 3.33 -0.20 1.39  -0.31
28 F 1.47 0.27 2.67  -0.27
29 C -0.36 -0.78 0.51  -0.08
30 C -4.95 -0.23 -0.46  1.51
31 C -6.04 -1.07 -1.29  -0.98
32 C -5.89 -1.48 -2.78  -1.12
33 C -6.03 -3.12 -2.91  -0.52
34 C -5.35 -3.48 -4.35  -0.60
35 N -3.88 -3.75 -4.25  -0.62
36 S -4.05 0.87 -1.70  1.50
37 C -5.16 1.77 -2.88  -0.86
38 O -3.06 0.11 -2.60  -0.59
39 O -3.13 1.92 -1.08  -0.68
40 H -9.62 0.72 1.16  0.24
41 H -9.24 1.22 -0.65  0.17
42 H -10.22 2.35 0.56  0.42
43 H -7.86 2.25 2.12  0.45
44 H -7.08 1.67 -0.94  0.04
45 H -2.55 0.65 1.04  0.49
46 H -1.18 -2.19 -2.83  0.16
47 H 1.32 -1.36 -3.33  0.34
48 H 2.80 -0.18 -1.38  0.31
49 H -0.76 -0.62 1.58  0.59
50 H -6.24 -2.03 -0.67  0.49
51 H -7.04 -0.48 -1.17  0.18
52 H -6.81 -1.09 -3.38  0.25
53 H -4.98 -1.22 -3.41  0.53
54 H -5.49 -3.67 -2.07  0.37
55 H -7.14 -3.44 -3.01  0.39
56 H -5.84 -4.38 -4.87  0.40
57 H -5.46 -2.55 -5.06  0.25
58 H -3.35 -2.85 -4.12  0.15
59 H -3.54 -4.08 -5.18  0.26
60 H -5.17 2.92 -2.74  0.30
61 H -4.77 1.61 -3.97  0.35
62 H -6.24 1.33 -2.91  0.21
63 C 3.97 -3.62 2.47  0.70
64 O 4.71 -3.68 1.50  -0.67
65 N 3.41 -2.47 2.89  -0.31
66 N 3.65 -4.71 3.22  -0.39
67 H 2.80 -2.40 3.69  0.13
68 H 3.62 -1.63 2.36  0.23
69 H 4.05 -5.59 2.94  0.22
70 H 3.05 -4.68 4.02  0.16
71 C 8.56 -4.98 -0.23  0.67
72 O 9.62 -5.15 -0.84  -0.69
73 N 8.43 -4.06 0.75  -0.29
74 N 7.44 -5.70 -0.49  -0.39
75 H 7.58 -3.91 1.26  0.18
76 H 9.24 -3.51 0.97  0.15
77 H 7.50 -6.39 -1.22  0.22
78 H 6.57 -5.57 0.00  0.16
79 C -12.05 6.39 -1.37  0.69
80 O -12.42 5.70 -0.43  -0.64
81 N -12.87 6.72 -2.40  -0.39
82 N -10.79 6.89 -1.46  -0.28
83 H -12.59 7.28 -3.18  0.15
84 H -13.81 6.37 -2.36  0.22
85 H -10.15 6.67 -0.72  0.05
86 H -10.47 7.45 -2.23  0.16
87 C 11.16 -1.08 -0.44  0.66
88 O 10.04 -1.12 0.06  -0.68
89 N 11.86 0.07 -0.58  -0.40
90 N 11.79 -2.19 -0.89  -0.25
91 H 12.78 0.12 -0.99  0.15
92 H 11.42 0.92 -0.26  0.22
93 H 11.30 -3.07 -0.80  0.11
94 H 12.71 -2.18 -1.30  0.18
95 C 6.78 -2.98 -4.33  0.53
96 O 6.10 -2.83 -5.33  -0.68
97 N 7.96 -2.35 -4.15  -0.30
98 N 6.42 -3.80 -3.31  -0.29
99 H 8.54 -2.46 -3.33  0.18
100 H 8.27 -1.73 -4.88  0.19
101 H 5.54 -4.29 -3.41  0.17
102 H 6.96 -3.93 -2.48  0.19
103 C -2.48 4.74 4.59  0.63
104 O -2.18 5.15 3.47  -0.66
105 N -3.37 3.74 4.78  -0.29
106 N -1.94 5.25 5.72  -0.39
107 H -3.63 3.40 5.69  0.16
108 H -3.80 3.34 3.97  0.26
109 H -1.27 6.00 5.61  0.23
110 H -2.17 4.93 6.64  0.16
111 C 8.28 1.07 3.10  0.57
112 O 7.81 1.14 4.22  -0.68
113 N 8.06 2.02 2.16  -0.35
114 N 9.06 0.05 2.69  -0.24
115 H 8.44 1.99 1.23  0.16
116 H 7.48 2.81 2.42  0.21
117 H 9.25 -0.68 3.36  0.18
118 H 9.46 -0.03 1.77  0.19
119 C 14.52 -4.28 0.07  0.67
120 O 14.06 -3.16 -0.15  -0.65
121 N 14.21 -5.35 -0.69  -0.37
122 N 15.38 -4.53 1.09  -0.43
123 H 14.57 -6.28 -0.52  0.17
124 H 13.57 -5.21 -1.45  0.22
125 H 15.63 -3.75 1.67  0.22
126 H 15.76 -5.43 1.28  0.15
127 C -7.47 8.59 1.66  0.68
128 O -8.55 8.57 1.09  -0.63
129 N -6.56 7.59 1.53  -0.22
130 N -7.09 9.60 2.48  -0.40
131 H -5.67 7.59 1.99  0.15
132 H -6.81 6.82 0.94  -0.04
133 H -7.74 10.36 2.60  0.23
134 H -6.21 9.63 2.95  0.16



The following is a DFT calculation (the ωB97M-V functional and the def2-TZVPD basis) of C31H60FI2NO15S6 as an isolated structure at a distorted geometry.

Computed properties:
Max |F| = 8.30 eV/A
LUMO = -0.017 Ha
Orbital gap = 8.446 eV
Highest occupied orbital energy = -8.895 eV
Energy relative to the best compared isomer or geometry (same formula, charge and spin) = 170.5 kcal/mol
2S+1 = 1
Molecular weight = 1152.02 g/mol

Each line ends with the Mulliken charge.
Element x y z (Å)
1 C -0.26 -1.03 -0.08  -0.71
2 C -1.00 -1.26 1.36  -0.01
3 N -1.29 -2.77 1.51  -0.28
4 C -0.19 -3.37 2.41  0.01
5 O -0.22 -3.00 3.69  -0.50
6 O 0.79 -4.23 1.74  -0.21
7 C 0.79 -5.61 2.33  0.98
8 C 1.19 -6.58 1.03  -1.32
9 C 2.56 -6.12 0.27  0.03
10 O 2.56 -6.71 -1.11  -0.36
11 C 3.92 -6.77 -1.66  -0.18
12 C 3.99 -7.83 -2.95  -0.84
13 C 1.80 -5.76 3.60  -1.44
14 I 3.03 -7.57 3.65  0.14
15 C 2.81 -4.49 3.86  -0.02
16 C 3.19 -4.51 5.49  -0.82
17 I 4.73 -4.59 2.80  0.17
18 S -0.98 -6.19 2.77  1.17
19 O -1.46 -5.74 4.17  -0.52
20 O -2.00 -5.91 1.62  -0.52
21 F -0.88 -7.94 2.85  -0.34
22 H -0.95 -0.40 -0.82  0.05
23 H -0.03 -2.04 -0.63  0.21
24 H 0.77 -0.49 0.09  0.27
25 H -0.28 -0.86 2.20  0.32
26 H -1.99 -0.62 1.44  0.17
27 H -2.14 -2.78 2.14  0.36
28 H 0.30 -6.38 0.25  0.45
29 H 1.12 -7.73 1.28  0.39
30 H 2.68 -4.97 0.11  0.24
31 H 3.51 -6.56 0.79  0.12
32 H 4.74 -7.15 -0.90  0.24
33 H 4.32 -5.74 -2.09  0.22
34 H 4.49 -7.37 -3.89  0.26
35 H 4.65 -8.77 -2.62  0.24
36 H 2.90 -8.25 -3.13  0.24
37 H 1.11 -5.81 4.58  0.66
38 H 2.35 -3.43 3.66  0.27
39 H 3.12 -3.42 5.93  0.26
40 H 2.60 -5.32 6.08  0.29
41 H 4.34 -4.81 5.58  0.28
42 C 8.89 -0.93 0.04  -0.57
43 C 7.66 -0.25 0.64  -0.64
44 C 6.98 -1.26 1.56  -0.51
45 S 8.27 -2.35 2.15  1.14
46 O 8.02 -3.68 1.62  -0.61
47 O 8.50 -2.10 3.55  -0.68
48 C 9.59 -1.61 1.21  -0.69
49 H 9.55 -0.22 -0.46  0.33
50 H 8.58 -1.68 -0.70  0.29
51 H 7.97 0.63 1.22  0.30
52 H 6.97 0.10 -0.14  0.32
53 H 6.50 -0.77 2.41  0.32
54 H 6.24 -1.87 1.02  0.29
55 H 10.30 -2.38 0.90  0.38
56 H 10.09 -0.88 1.85  0.32
57 C -5.97 1.02 -0.42  -0.24
58 C -6.10 1.10 -1.94  -0.68
59 C -4.69 1.11 -2.53  -0.24
60 S -3.67 0.22 -1.36  1.27
61 O -2.71 1.15 -0.80  -0.54
62 O -3.27 -1.05 -1.94  -0.76
63 C -4.94 -0.07 -0.15  -0.93
64 H -6.93 0.80 0.06  0.13
65 H -5.61 1.98 -0.03  0.23
66 H -6.65 0.22 -2.30  0.31
67 H -6.66 1.99 -2.25  0.37
68 H -4.66 0.60 -3.49  0.39
69 H -4.30 2.12 -2.62  -0.06
70 H -4.52 -0.02 0.85  0.46
71 H -5.37 -1.06 -0.34  0.43
72 C -11.84 2.58 0.79  -0.58
73 C -11.97 2.66 -0.73  -0.61
74 C -10.56 2.66 -1.32  -0.72
75 S -9.53 1.78 -0.15  1.31
76 O -8.57 2.71 0.41  -0.66
77 O -9.14 0.51 -0.73  -0.68
78 C -10.81 1.49 1.06  -0.81
79 H -12.79 2.36 1.27  0.35
80 H -11.47 3.54 1.18  0.29
81 H -12.52 1.78 -1.09  0.30
82 H -12.53 3.54 -1.04  0.32
83 H -10.52 2.15 -2.29  0.37
84 H -10.17 3.68 -1.41  0.39
85 H -10.39 1.53 2.06  0.38
86 H -11.23 0.50 0.87  0.37
87 C -0.11 5.58 -2.02  -0.14
88 C -0.69 4.91 -0.77  -0.72
89 C -2.21 4.95 -0.89  -0.40
90 S -2.57 4.96 -2.64  1.09
91 O -3.19 6.22 -2.98  -0.71
92 O -3.16 3.68 -3.02  -0.70
93 C -0.87 4.99 -3.19  -0.79
94 H 0.97 5.41 -2.11  0.14
95 H -0.28 6.66 -1.96  0.21
96 H -0.35 3.87 -0.72  0.29
97 H -0.36 5.41 0.15  0.40
98 H -2.67 4.07 -0.43  0.16
99 H -2.63 5.86 -0.46  0.35
100 H -0.79 5.58 -4.10  0.43
101 H -0.56 3.96 -3.38  0.39
102 C 5.70 7.29 -2.72  -0.53
103 C 5.64 7.65 -1.24  -0.62
104 C 4.33 7.09 -0.68  -0.64
105 S 3.94 5.66 -1.69  1.21
106 O 2.72 5.94 -2.43  -0.74
107 O 4.11 4.46 -0.90  -0.73
108 C 5.32 5.82 -2.80  -0.75
109 H 6.70 7.47 -3.14  0.34
110 H 4.99 7.90 -3.28  0.28
111 H 6.49 7.20 -0.71  0.29
112 H 5.70 8.73 -1.08  0.32
113 H 4.43 6.78 0.36  0.37
114 H 3.51 7.80 -0.78  0.35
115 H 5.03 5.51 -3.81  0.39
116 H 6.13 5.18 -2.43  0.35